The following is a quantum chemistry calculation of the ion C5H6N with charge +1 in a non-equilibrium geometry, from the Open Molecules 2025 dataset.

```
! wB97M-V def2-TZVPD RIJCOSX def2/J DEFGRID3
* xyz 1 1
C -1.868 0.730 0.052
N -0.588 0.540 0.035
C 0.455 1.433 0.034
C 1.661 1.064 -0.050
C 1.571 -0.451 0.106
C 0.042 -0.752 -0.032
H -2.636 0.040 0.240
H -2.409 1.615 -0.117
H 2.216 -0.990 -0.730
H 2.126 -0.628 0.974
H -0.267 -1.183 -1.141
H -0.302 -1.417 0.629
*
```

Its LUMO energy (spin up / spin down) is -6.92 / -6.92 eV. Its highest occupied orbital energy (spin up / spin down) is -15.00 / -15.00 eV. Its energy above the lowest of the compared OMol25 structures with the same formula, charge and spin is 170.7 kcal per mole.

The following is a quantum chemistry calculation of the ion C10H10BrN3 with charge +2 in a non-equilibrium geometry, from the Open Molecules 2025 dataset.

```
! wB97M-V def2-TZVPD RIJCOSX def2/J DEFGRID3
* xyz 2 3
C -0.014 3.467 -1.561
C 0.532 3.203 -0.308
C -0.675 2.456 -2.251
C 0.453 1.931 0.239
C -0.756 1.180 -1.714
C -0.180 0.902 -0.469
C -0.187 -0.734 1.484
C -0.193 -0.479 0.089
C 0.221 -2.005 2.006
C -0.084 -1.475 -0.785
N 0.703 -2.822 1.074
N 0.168 -2.266 3.302
N -0.164 -2.218 -1.788
Br 1.153 -4.542 1.318
H 0.082 4.450 -1.998
H 1.038 3.985 0.236
H -1.121 2.664 -3.212
H 0.906 1.741 1.200
H -1.296 0.417 -2.252
H -0.501 0.049 2.161
H -0.203 -1.614 3.977
H 0.515 -3.144 3.666
H -1.035 -2.379 -2.307
H 0.640 -2.767 -2.108
*
```

Its LUMO energy (spin up / spin down) is -8.09 / -11.70 eV. Its highest occupied orbital energy (spin up / spin down) is -15.88 / -15.68 eV.

The following is a quantum chemistry calculation of a structure of composition AlBH12O4 in a non-equilibrium geometry, from the Open Molecules 2025 dataset.

```
! wB97M-V def2-TZVPD RIJCOSX def2/J DEFGRID3
* xyz 2 1
Al 1.155 -0.220 -0.568
B 0.028 0.389 2.251
H -0.757 1.139 1.922
H 1.110 0.746 2.042
H -0.020 0.258 3.415
H -0.094 -0.700 1.843
O -0.626 -1.086 -2.659
H -1.337 -1.739 -2.609
H -0.566 -0.856 -3.597
O -1.563 0.587 -0.333
H -1.940 1.449 -0.105
H -2.328 0.014 -0.476
O 2.129 -2.118 1.459
H 2.468 -1.675 2.250
H 2.364 -3.051 1.578
O 0.184 1.962 -2.250
H 0.564 2.801 -1.950
H -0.772 2.099 -2.213
*
```

Its LUMO energy is -14.37 eV. Its highest occupied orbital energy is -19.21 eV. Its energy above the lowest of the compared OMol25 structures with the same formula, charge and spin is 100.2 kcal per mole.

The following is a quantum chemistry calculation of an isolated molecule of C4H9OS in a non-equilibrium geometry, from the Open Molecules 2025 dataset.

```
! wB97M-V def2-TZVPD RIJCOSX def2/J DEFGRID3
* xyz 0 2
C -0.750 1.435 1.873
O -1.269 2.547 2.294
C -0.287 1.441 0.367
C 0.492 0.068 0.012
C -0.061 -0.731 -1.199
S 0.840 -2.247 -1.554
H 0.131 1.051 2.411
H -1.426 0.416 1.823
H 0.483 2.262 0.276
H -1.290 1.420 -0.357
H 0.452 -0.538 0.968
H 1.477 0.493 -0.033
H -1.074 -1.121 -0.868
H -0.227 -0.110 -1.990
H 1.830 -1.577 -2.033
*
```

Its LUMO energy (spin up / spin down) is 0.89 / -1.90 eV. Its highest occupied orbital energy (spin up / spin down) is -9.39 / -9.40 eV. Its energy above the lowest of the compared OMol25 structures with the same formula, charge and spin is 44.2 kcal per mole.

The following is a quantum chemistry calculation of a cluster of 2 separate species, C4H11N2O in total in a non-equilibrium geometry, from the Open Molecules 2025 dataset.

```
! wB97M-V def2-TZVPD RIJCOSX def2/J DEFGRID3
* xyz 1 3
C 2.196 0.284 1.188
C 2.758 0.712 -0.979
C -1.632 -0.157 0.016
C -3.521 0.986 -0.330
N 1.773 0.373 0.022
N -0.665 -0.802 -0.362
O -2.834 -0.303 -0.365
H 1.501 -0.139 1.916
H 3.273 0.566 1.448
H 2.447 1.336 -1.835
H 3.586 1.187 -0.475
H -1.401 0.761 0.630
H -3.219 1.569 -1.152
H -3.146 1.388 0.587
H -4.564 0.866 -0.361
H 0.871 -0.109 -0.357
H 3.187 -0.139 -1.390
H -0.935 -1.684 -0.902
*
```

Its LUMO energy (spin up / spin down) is -4.50 / -9.69 eV. Its highest occupied orbital energy (spin up / spin down) is -8.53 / -14.60 eV. Its energy above the lowest of the compared OMol25 structures with the same formula, charge and spin is 78.2 kcal per mole.

The following is a quantum chemistry calculation of a structure of composition C18H22N3O2RhS2 in a non-equilibrium geometry, from the Open Molecules 2025 dataset.

```
! wB97M-V def2-TZVPD RIJCOSX def2/J DEFGRID3
* xyz 0 1
Rh -0.389 -0.598 0.390
C 2.136 -1.945 -0.800
N 1.799 -0.826 0.100
C 2.172 -1.113 1.504
C 1.614 -0.008 2.385
N 0.139 -0.092 2.346
C -0.319 -1.178 3.255
C -0.584 1.115 2.745
C -0.112 1.944 3.747
C -0.878 3.021 4.171
C -2.123 3.240 3.602
C -2.601 2.398 2.611
C -1.838 1.322 2.166
S -2.452 0.230 0.921
C 2.441 0.416 -0.327
C 3.829 0.498 -0.363
C 4.453 1.679 -0.727
C 3.676 2.787 -1.044
C 2.297 2.709 -0.998
C 1.657 1.516 -0.646
S -0.091 1.438 -0.650
H 3.213 -2.128 -0.825
H 1.624 -2.840 -0.457
H 1.810 -1.692 -1.809
H 1.747 -2.084 1.757
H 3.259 -1.171 1.622
H 1.987 -0.100 3.409
H 1.909 0.967 1.994
H 0.019 -0.959 4.271
H -1.405 -1.210 3.229
H 0.062 -2.135 2.910
H 0.855 1.762 4.199
H -0.504 3.680 4.943
H -2.725 4.079 3.926
H -3.568 2.577 2.159
H 4.428 -0.368 -0.108
H 5.532 1.737 -0.753
H 4.150 3.720 -1.319
H 1.691 3.576 -1.229
N -1.105 -1.349 -1.405
C -1.691 -2.687 -1.135
C -0.903 -3.437 -0.051
O -0.891 -4.652 -0.057
O -0.312 -2.674 0.812
H -1.808 -0.718 -1.777
H -0.362 -1.379 -2.097
H -1.773 -3.288 -2.038
H -2.692 -2.527 -0.731
*
```

Its LUMO energy is 0.44 eV. Its highest occupied orbital energy is -7.51 eV. Its energy above the lowest of the compared OMol25 structures with the same formula, charge and spin is 1.4 kcal per mole.